[1]
Formula: C56H44INO5P3RuTe
Source: the Open Molecules 2025 dataset
Level of theory: ωB97M-V with the def2-TZVPD basis set

spin multiplicity: 2
relative energy (zero: lowest compared OMol25 entry of this formula, charge and spin): 30.3 kcal/mol
total charge: -2
Kohn-Sham gap (alpha / beta): 5.70 / 5.72 eV

Geometry (Å):
Ru -0.414 -0.336 0.535
C -2.551 -3.729 -1.132
C -1.879 -4.834 -0.365
C -2.393 -6.129 -0.434
C -1.827 -7.184 0.268
C -0.724 -6.945 1.072
C -0.194 -5.661 1.147
C -0.740 -4.596 0.427
P 0.027 -2.892 0.461
C 1.136 -3.180 1.910
C 0.424 -3.043 3.107
C 0.999 -3.335 4.333
C 2.329 -3.736 4.382
C 3.053 -3.839 3.207
C 2.480 -3.581 1.958
C 3.325 -3.802 0.727
C 0.956 -2.907 -1.120
C 1.006 -3.980 -2.003
C 1.537 -3.827 -3.281
C 2.008 -2.581 -3.674
C 1.979 -1.511 -2.786
C 1.468 -1.654 -1.493
C 1.481 -0.564 -0.479
H -3.539 -4.032 -1.479
H -1.963 -3.431 -2.003
H -2.660 -2.827 -0.528
H -3.269 -6.302 -1.051
H -2.251 -8.179 0.195
H -0.270 -7.748 1.642
H 0.670 -5.501 1.779
H -0.613 -2.711 3.059
H 0.418 -3.236 5.243
H 2.805 -3.950 5.333
H 4.097 -4.137 3.248
H 4.297 -4.213 1.009
H 3.492 -2.872 0.178
H 2.844 -4.493 0.034
H 0.609 -4.945 -1.707
H 1.555 -4.667 -3.968
H 2.403 -2.442 -4.676
H 2.353 -0.539 -3.091
H 1.880 0.357 -0.904
H 2.153 -0.887 0.313
O -4.217 0.673 -4.710
C -3.421 0.599 -3.829
C -3.116 -0.640 -2.980
O -3.667 -1.693 -3.051
C -1.990 -0.256 -2.084
C -1.655 1.081 -2.340
O -0.629 1.645 -1.777
C -2.488 1.698 -3.360
O -2.458 2.827 -3.814
O -1.417 -1.025 -1.283
Te 2.702 3.112 1.387
C 2.877 4.025 3.299
C 3.164 5.387 3.350
C 3.360 5.999 4.582
N 3.268 5.363 5.752
C 2.981 4.059 5.693
C 2.793 3.353 4.512
C 0.805 2.110 1.482
P 0.656 0.591 2.419
C -0.265 1.039 3.965
C -0.924 0.057 4.705
C -1.570 0.369 5.896
C -1.573 1.678 6.363
C -0.936 2.669 5.627
C -0.290 2.348 4.435
C 2.285 0.138 3.173
C 3.435 0.048 2.387
C 4.669 -0.281 2.937
C 4.790 -0.521 4.297
C 3.662 -0.444 5.093
C 2.425 -0.132 4.534
P -0.297 2.069 -0.027
C -1.893 2.889 0.387
C -2.406 2.895 1.676
C -3.617 3.516 1.960
C -4.346 4.124 0.946
C -3.846 4.116 -0.351
C -2.622 3.512 -0.627
C 0.529 3.552 -0.839
C 0.302 4.813 -0.291
C 0.885 5.949 -0.832
C 1.730 5.845 -1.930
C 1.972 4.595 -2.484
C 1.365 3.461 -1.950
H 3.221 5.968 2.434
H 3.592 7.060 4.635
H 2.899 3.547 6.647
H 2.589 2.290 4.547
H -0.949 -0.957 4.326
H -2.085 -0.407 6.451
H -2.083 1.927 7.289
H -0.941 3.696 5.976
H 0.188 3.123 3.845
H 3.385 0.278 1.338
H 5.539 -0.334 2.293
H 5.755 -0.762 4.731
H 3.735 -0.626 6.161
H 1.564 -0.068 5.185
H -1.868 2.400 2.463
H -4.000 3.497 2.975
H -5.302 4.591 1.163
H -4.404 4.576 -1.160
H -2.231 3.557 -1.637
H -0.332 4.902 0.584
H 0.686 6.919 -0.389
H 2.191 6.732 -2.354
H 2.619 4.500 -3.349
H 1.548 2.494 -2.402
I -2.822 -0.512 1.758

Atomic partial charges in e from the Löwdin method, atoms 1 to 6: Ru 0.37; C -0.07; C -0.26; C -0.06; C -0.11; C -0.11

---

[2]
Formula: C56H45Cl3F3NO2P2PbSSi
Source: the Open Molecules 2025 dataset
Level of theory: ωB97M-V with the def2-TZVPD basis set

spin multiplicity: 1
relative energy (zero: lowest compared OMol25 entry of this formula, charge and spin): 0.0 kcal/mol
Kohn-Sham gap: 7.92 eV

Geometry (Å):
Pb 0.486 -0.681 0.662
C -1.267 1.325 2.661
Si -0.914 1.470 0.837
C -0.296 3.237 0.320
C -0.588 4.371 1.061
C -0.383 5.640 0.516
C 0.052 5.788 -0.811
C 0.443 4.668 -1.528
C 0.271 3.393 -0.950
P 0.977 1.900 -1.719
C 2.758 1.999 -1.165
C 3.688 1.060 -1.535
C 5.001 1.085 -1.126
C 5.411 2.109 -0.261
C 4.494 3.083 0.125
C 3.186 3.043 -0.312
C 1.211 2.291 -3.500
C 0.014 2.290 -4.268
C 0.061 2.617 -5.599
C 1.287 2.967 -6.178
C 2.464 2.920 -5.450
C 2.424 2.595 -4.108
C -2.587 1.368 0.007
C -3.372 2.457 0.385
C -4.644 2.656 -0.161
C -5.131 1.757 -1.116
C -4.362 0.691 -1.554
C -3.089 0.499 -1.023
P -2.188 -1.088 -1.334
C -3.336 -2.267 -0.414
C -3.985 -1.814 0.733
C -4.896 -2.641 1.393
C -5.229 -3.889 0.881
C -4.531 -4.347 -0.190
C -3.599 -3.527 -0.868
C -2.383 -1.514 -3.109
C -1.275 -1.274 -3.891
C -1.377 -1.387 -5.313
C -2.584 -1.752 -5.897
C -3.702 -1.942 -5.106
C -3.593 -1.878 -3.722
H -1.899 2.107 3.106
H -0.309 1.261 3.224
H -1.800 0.391 2.779
H -0.977 4.301 2.081
H -0.614 6.528 1.115
H 0.237 6.786 -1.195
H 0.887 4.786 -2.514
H 3.317 0.260 -2.177
H 5.662 0.281 -1.376
H 6.454 2.139 0.071
H 4.744 3.826 0.861
H 2.469 3.785 0.031
H -0.895 1.990 -3.751
H -0.864 2.602 -6.175
H 1.395 3.222 -7.254
H 3.385 3.141 -5.952
H 3.320 2.637 -3.522
H -3.088 3.171 1.154
H -5.206 3.491 0.252
H -6.153 1.868 -1.503
H -4.724 0.004 -2.297
H -3.806 -0.841 1.135
H -5.454 -2.283 2.239
H -6.001 -4.492 1.325
H -4.836 -5.318 -0.608
H -3.114 -3.886 -1.759
H -0.288 -1.027 -3.419
H -0.501 -1.245 -5.948
H -2.624 -1.930 -6.991
H -4.676 -2.104 -5.505
H -4.511 -2.034 -3.092
F 5.440 0.154 3.636
C 4.358 0.505 4.326
F 3.693 -0.623 4.641
F 4.834 1.002 5.486
C 3.477 1.541 3.665
C 3.457 2.768 4.277
C 2.515 3.685 3.844
C 1.672 3.297 2.827
N 1.670 2.091 2.269
C 2.598 1.210 2.626
S 2.743 -0.266 1.765
H 4.085 3.032 5.095
H 2.415 4.633 4.300
H 0.921 3.936 2.489
Cl 1.978 -2.391 -3.899
C 3.088 -2.441 -2.528
C 2.457 -2.045 -1.210
O 2.939 -2.528 -0.183
O 1.482 -1.192 -1.219
H 3.891 -1.734 -2.754
H 3.502 -3.426 -2.316
C 1.340 -4.941 4.717
C 1.663 -3.570 4.530
C 1.247 -2.886 3.419
C 0.526 -3.529 2.366
C 0.136 -2.889 1.164
C -0.405 -3.643 0.169
C -0.640 -5.028 0.281
C -0.378 -5.651 1.501
C 0.242 -4.931 2.549
C 0.626 -5.610 3.751
H 1.664 -5.402 5.654
H 2.251 -3.013 5.287
H 1.547 -1.834 3.308
H -0.600 -3.180 -0.792
H -1.065 -5.569 -0.557
H -0.561 -6.704 1.691
H 0.445 -6.699 3.795
Cl -2.095 -1.953 4.265
C -1.167 -1.853 5.819
Cl 0.055 -0.592 5.709
H -0.645 -2.792 5.895
H -1.849 -1.634 6.634

Atomic partial charges in e from the Löwdin method, atoms 1 to 6: Pb 1.12; C -0.23; Si 0.50; C -0.30; C -0.15; C -0.06